Here is one molecule with the formula C2H2ClP from OMol25. Energies are from wB97M-V/def2-TZVPD.

Last column: Löwdin charge in e.
CARTESIAN COORDINATES (ANGSTROEM)
Cl 2.000 -0.619 -0.023  0.5448
C 0.419 -0.141 0.425  -1.0700
C -0.672 0.156 -0.536  -0.4761
P -0.188 1.591 0.080  0.9305
H -0.049 -0.774 1.142  0.0351
H -1.510 -0.213 -1.088  0.0357

Calculated values
- calculated total energy (eV) = -23915.005
- orbital gap (eV) = 9.23
- spin multiplicity = 1

Here is a 3-piece molecular cluster, C40H41BBr2N2O9P overall from OMol25. Energies are from wB97M-V/def2-TZVPD.

Last column: Löwdin charge in e.
CARTESIAN COORDINATES (ANGSTROEM)
C -5.383 1.620 -4.123  -0.1075
C -4.093 2.359 -3.455  -0.1823
C -2.678 1.584 -3.486  -0.2801
C -1.717 1.817 -4.837  -0.0581
B -2.368 1.524 -6.311  -0.4476
O -2.618 0.212 -6.938  0.0109
O -2.731 2.727 -7.124  -0.0679
C -3.581 2.343 -8.274  -0.0969
C -0.436 0.953 -4.291  -0.2278
C 0.606 0.260 -5.341  -0.6341
Br 0.075 -1.571 -5.981  0.6877
C 2.201 0.317 -4.838  -0.6951
C 3.225 0.509 -6.147  -0.1400
Br 2.624 -1.332 -3.775  0.5984
C -0.960 0.086 -2.963  -0.1221
N -2.501 0.173 -2.875  -0.3336
C -3.334 -0.942 -3.431  -0.0372
C -2.750 -2.451 -3.392  -0.2430
O -3.177 -3.273 -4.394  0.0041
O -1.868 -3.087 -2.410  0.0359
P -2.749 0.628 -1.130  1.0183
N -2.101 -0.671 -0.049  -0.1411
O -4.431 0.722 -0.717  -0.2863
H -5.150 0.741 -4.858  0.0727
H -6.135 1.258 -3.274  0.0921
H -5.972 2.438 -4.763  0.1119
H -3.943 3.371 -4.073  0.1525
H -4.427 2.736 -2.373  0.1292
H -2.034 2.208 -2.693  0.1323
H -1.439 2.969 -4.863  0.1748
H -3.582 -0.012 -6.758  0.1141
H -3.025 1.679 -9.061  0.1180
H -4.610 1.848 -7.928  0.1139
H -3.898 3.338 -8.852  0.1225
H 0.219 1.803 -3.783  0.1514
H 0.591 0.951 -6.315  0.1242
H 2.395 1.271 -4.159  0.1064
H 4.101 -0.292 -6.067  0.0842
H 3.781 1.564 -6.107  0.0989
H 2.633 0.419 -7.173  0.0914
H -0.416 0.658 -2.076  0.1177
H -0.458 -0.942 -3.166  0.1041
H -3.529 -0.684 -4.581  0.1518
H -4.375 -0.932 -2.869  0.1568
H -1.356 -2.436 -1.852  0.0914
H -2.346 -0.472 0.955  0.0743
H -2.718 -1.500 -0.303  0.0508
H -5.044 0.618 -1.499  0.0401
C 8.567 1.377 2.335  -0.0489
C 8.599 1.843 1.021  -0.0496
C 7.433 1.852 0.255  0.0089
C 6.232 1.383 0.801  -0.0875
C 6.205 0.894 2.106  -0.0851
C 7.373 0.902 2.879  0.0112
C 4.955 0.350 2.675  -0.2725
O 4.930 -0.076 3.823  0.0978
C 3.739 0.320 1.839  -0.0738
C 2.562 -0.246 2.346  0.0184
C 1.403 -0.267 1.566  -0.0458
C 1.414 0.284 0.285  -0.0685
C 2.587 0.843 -0.225  -0.0032
C 3.754 0.852 0.550  -0.0786
C 4.999 1.414 -0.011  -0.2761
O 5.011 1.894 -1.139  0.0904
H 9.475 1.378 2.935  0.1119
H 9.533 2.201 0.593  0.1114
H 7.464 2.223 -0.769  0.1224
H 7.357 0.534 3.904  0.1234
H 2.544 -0.675 3.346  0.1051
H 0.492 -0.711 1.960  0.1000
H 0.510 0.275 -0.320  0.0509
H 2.589 1.267 -1.228  0.1043
C 2.402 -1.429 8.240  -0.0468
C 2.434 -0.963 6.926  -0.0445
C 1.267 -0.953 6.160  0.0064
C 0.066 -1.423 6.705  -0.0860
C 0.040 -1.912 8.011  -0.0837
C 1.208 -1.904 8.784  0.0128
C -1.210 -2.455 8.580  -0.2758
O -1.235 -2.882 9.728  0.1056
C -2.427 -2.486 7.744  -0.0822
C -3.604 -3.051 8.251  0.0133
C -4.762 -3.072 7.471  -0.0520
C -4.751 -2.521 6.190  -0.0603
C -3.578 -1.962 5.680  -0.0026
C -2.411 -1.953 6.455  -0.0880
C -1.167 -1.392 5.894  -0.2792
O -1.155 -0.912 4.766  0.0694
H 3.309 -1.428 8.840  0.1118
H 3.367 -0.604 6.497  0.1069
H 1.299 -0.583 5.136  0.0977
H 1.192 -2.271 9.809  0.1244
H -3.622 -3.481 9.251  0.1248
H -5.674 -3.517 7.865  0.1107
H -5.655 -2.531 5.585  0.1065
H -3.576 -1.538 4.677  0.1120

Calculated values
- calculated total energy (eV) = -213592.589
- orbital gap (eV) = 8.11
- charge = +1
- spin multiplicity = 1

Here is a 2-piece molecular cluster, C4H9NO overall from OMol25. Energies are from wB97M-V/def2-TZVPD.

Last column: Löwdin charge in e.
CARTESIAN COORDINATES (ANGSTROEM)
C 1.461 -0.973 -0.400  -0.0972
C 0.571 -0.268 0.588  -0.1491
C -0.746 -0.268 0.479  -0.3316
C -1.954 -0.708 -0.186  -0.0930
N -1.959 0.018 1.118  0.0574
H 2.427 -0.473 -0.501  0.0706
H 1.644 -2.005 -0.080  0.0749
H 1.001 -1.011 -1.391  0.0803
H 1.029 0.204 1.456  0.1106
H -2.239 -1.755 -0.119  0.1018
H -2.308 -0.185 -1.072  0.1050
H -2.266 0.983 1.019  0.1026
O 1.273 2.297 -0.644  -0.0695
H 1.509 2.491 0.272  0.0372
H 0.554 1.652 -0.540  0.0001

Calculated values
- calculated total energy (eV) = -7829.381
- orbital gap (eV) = 9.91
- spin multiplicity = 1